(1)
Density functional theory data (ωB97M-V/def2-TZVPD) for C18H18F5O7RhS4 as an isolated structure.

Each line ends with the Mulliken charge.
CARTESIAN COORDINATES (ANGSTROEM)
1 Rh -0.1302 0.7896 0.1569  0.738
2 F 5.8914 0.9884 2.9865  -0.306
3 C 4.5711 0.9415 2.8352  0.799
4 C 4.0217 0.7662 1.5861  -0.189
5 F 4.8035 0.6384 0.5182  -0.311
6 C 2.6514 0.7196 1.4602  0.346
7 F 2.1601 0.5521 0.2029  -0.380
8 C 1.7897 0.8458 2.5236  0.239
9 S 0.0232 0.7706 2.3893  -0.463
10 C 2.3734 1.0259 3.7629  0.308
11 F 1.6029 1.1491 4.8482  -0.328
12 C 3.7416 1.0704 3.9279  0.152
13 F 4.2627 1.2388 5.1406  -0.285
14 O -3.6718 0.1948 -1.6766  -0.643
15 S -2.4383 0.8226 -1.3415  1.942
16 O -1.2193 0.1132 -1.7786  -0.604
17 O -2.2227 1.0247 0.1460  -0.619
18 C -2.4077 2.3881 -2.1562  -0.164
19 C -3.5261 2.6536 -2.9321  -0.560
20 C -3.5930 3.8118 -3.6965  -0.628
21 C -2.5413 4.7002 -3.6970  -0.590
22 C -1.4164 4.4530 -2.9188  -0.610
23 C -1.3294 3.3072 -2.1428  -0.488
24 S 0.1385 3.2008 -1.1434  1.805
25 O 0.8776 4.3898 -1.3983  -0.701
26 O 0.8645 1.9628 -1.4990  -0.607
27 O -0.3373 2.9357 0.2583  -0.626
28 H -4.3381 1.9401 -2.9387  0.549
29 H -4.4767 4.0054 -4.2917  0.398
30 H -2.5855 5.5995 -4.2990  0.394
31 H -0.5946 5.1541 -2.9020  0.561
32 C -2.2804 -3.9077 -1.2857  -1.247
33 C -2.1050 -3.5121 0.1820  -0.347
34 C -1.8842 -2.0078 0.3872  -0.637
35 S -0.1834 -1.5486 0.1448  1.466
36 O 0.3967 -2.1507 -1.0684  -0.724
37 C 0.5684 -2.3287 1.5798  -0.997
38 C 1.6639 -3.3118 1.1668  -0.577
39 C 2.9825 -2.6618 0.7636  -1.133
40 H -2.5140 -4.9707 -1.3647  0.426
41 H -1.3813 -3.7076 -1.8689  0.289
42 H -3.1039 -3.3457 -1.7366  0.314
43 H -1.2956 -4.0925 0.6379  0.221
44 H -3.0101 -3.7601 0.7411  0.424
45 H -2.1034 -1.6628 1.4032  0.462
46 H -2.4860 -1.4360 -0.3056  0.065
47 H -0.2569 -2.8123 2.1013  0.648
48 H 0.9476 -1.5359 2.2158  0.455
49 H 1.3021 -3.9421 0.3554  0.307
50 H 1.8193 -3.9573 2.0326  0.521
51 H 2.8663 -2.0183 -0.1095  0.287
52 H 3.7237 -3.4214 0.5113  0.460
53 H 3.3890 -2.0616 1.5861  0.186

Force components x, y, z for each atom (eV/Å):
Rh -1.7 -0.8 1.7
F 0.0 0.0 0.0
C 0.4 0.0 0.0
C 0.1 0.0 -0.3
F 0.0 0.0 0.0
C 0.2 0.1 -0.1
F -0.4 -0.1 0.0
C -0.8 0.0 0.0
S 0.2 0.4 0.4
C 0.0 0.0 0.5
F 0.0 0.0 -0.1
C -0.1 0.0 0.4
F 0.0 0.0 0.0
O -0.4 -0.1 0.4
S 1.2 -0.4 -0.9
O -0.7 0.5 -0.5
O 1.0 -0.3 0.3
C 0.2 0.6 -0.1
C 0.1 0.0 0.0
C -0.2 -0.1 -0.1
C 0.1 0.1 -0.1
C -0.1 -0.1 0.0
C -0.6 0.0 0.0
S 1.1 -1.3 -0.5
O -0.2 0.5 0.5
O -0.1 0.9 -1.2
O 0.3 0.0 -0.3
H 0.0 0.0 0.0
H 0.0 0.0 0.0
H 0.0 0.0 0.0
H 0.0 0.0 0.0
C 0.0 0.1 0.0
C 0.0 0.0 0.0
C -0.1 -0.3 0.1
S 0.5 0.6 -1.2
O -0.3 0.2 0.6
C 0.4 -0.2 0.1
C -0.1 -0.1 0.1
C 0.0 0.1 0.1
H 0.0 0.0 0.0
H 0.0 0.0 0.1
H 0.1 -0.1 0.0
H -0.1 0.0 0.0
H 0.0 -0.1 0.0
H 0.0 0.0 -0.1
H -0.1 0.0 -0.1
H 0.1 -0.1 0.1
H 0.0 -0.1 0.1
H 0.0 0.0 0.0
H 0.1 -0.1 0.0
H 0.0 0.0 0.0
H 0.0 0.0 0.0
H 0.0 -0.1 -0.1

Calculated values
E	-93224.2904	eV
spin multiplicity	1
HOMO energy	-8.816	eV
energy relative to the best compared isomer or geometry (same formula, charge and spin)	0.843	eV
HOMO-LUMO gap	0.2524	Eh
LUMO level	-1.9	eV



(2)
Density functional theory data (ωB97M-V/def2-TZVPD) for a 3-piece molecular cluster, C2H11N2O2 overall.

Each line ends with the Mulliken charge.
CARTESIAN COORDINATES (ANGSTROEM)
1 C -0.6854 0.0191 -1.0684  -0.562
2 C -1.0469 -0.9022 -0.1762  0.028
3 N -2.0406 -1.8105 -0.4340  -0.441
4 N 0.2967 1.0350 -0.7479  -0.055
5 H -0.9280 -0.2095 -2.0967  0.262
6 H -0.7290 -0.9270 0.8525  0.367
7 H -1.9988 -2.7782 -0.1620  0.239
8 H -2.4458 -1.7259 -1.3577  0.215
9 H 0.3119 1.8297 -1.3860  0.420
10 H 1.2322 0.6483 -0.6504  0.294
11 H 0.1156 1.5055 0.1648  0.310
12 H 0.4972 1.6937 2.4603  0.331
13 H -1.0158 1.5704 2.4293  0.320
14 O -0.2559 1.8111 1.8873  -0.687
15 H 2.6266 -1.3258 0.2564  0.304
16 H 3.4442 0.0017 0.1322  0.315
17 O 2.6218 -0.4356 -0.1033  -0.660

Force components x, y, z for each atom (eV/Å):
C 0.0 -1.0 -0.1
C -0.7 -0.3 0.5
N -0.3 0.1 -1.0
N -0.2 1.3 0.4
H 0.1 0.8 -0.2
H 0.5 0.2 0.2
H 0.3 0.1 0.5
H 0.0 -0.1 0.1
H 0.0 -0.3 -0.5
H 0.7 -0.4 -0.2
H -0.4 -0.5 0.1
H 0.5 0.1 0.4
H -0.1 0.1 -0.1
O -0.3 -0.1 -0.2
H 0.2 0.0 0.1
H 0.2 -0.3 0.1
O -0.4 0.4 -0.2

Calculated values
E	-9321.1752	eV
spin multiplicity	1
HOMO energy	-12.660	eV
net charge	+1
energy relative to the best compared isomer or geometry (same formula, charge and spin)	1.131	eV
HOMO-LUMO gap	0.3552	Eh
LUMO level	-3.0	eV



(3)
Density functional theory data (ωB97M-V/def2-TZVPD) for C7H10Cl10F6NO4S2V as an isolated structure.

Each line ends with the Mulliken spin population.
CARTESIAN COORDINATES (ANGSTROEM)
1 V -3.4475 1.4466 -2.6813  3.022
2 C 0.6930 2.0247 -2.0521  0.007
3 F 1.0279 0.7920 -2.3401  0.001
4 F 1.6381 2.7069 -1.4289  0.000
5 F 0.5712 2.5296 -3.2399  0.000
6 S -0.9771 2.0049 -0.9773  -0.003
7 O -0.6881 2.1687 0.4611  0.002
8 O -1.8611 3.0496 -1.4605  0.003
9 N -1.8602 0.6295 -1.6439  -0.039
10 S -1.2957 -0.5568 -0.7276  0.011
11 O 0.0349 -0.4461 -0.0111  -0.006
12 O -2.3753 -1.0371 0.1475  -0.002
13 C -0.9940 -1.9976 -2.0079  0.005
14 F -0.3355 -2.9350 -1.3606  0.000
15 F -2.1465 -2.4622 -2.3599  0.000
16 F -0.3484 -1.5488 -3.1477  0.000
17 C 1.4221 -5.5353 -1.0679  0.000
18 Cl 2.4965 -4.3652 -0.3798  0.000
19 Cl -0.1160 -5.4482 -0.2604  0.000
20 H 1.3405 -5.3739 -2.1428  0.000
21 H 1.8673 -6.5060 -0.8496  0.000
22 C 4.0869 4.3180 0.1203  0.000
23 Cl 5.7965 3.9314 -0.1763  0.000
24 Cl 3.9893 5.6670 1.3647  0.000
25 H 3.7522 4.7030 -0.8429  0.000
26 H 3.5090 3.4171 0.3265  0.000
27 C -0.6058 4.0861 3.5831  0.000
28 Cl 1.0302 3.9650 4.1665  0.000
29 Cl -1.7768 3.6791 4.8540  0.000
30 H -0.9295 5.0530 3.1979  0.000
31 H -0.8070 3.4505 2.7208  0.000
32 C -5.1439 -3.9460 -0.5405  0.000
33 Cl -4.5509 -5.2858 0.3526  0.000
34 Cl -6.7856 -4.0530 -1.1977  0.000
35 H -5.0794 -3.1345 0.1843  0.000
36 H -4.4962 -3.6707 -1.3729  0.000
37 C 2.7472 -0.3786 2.4307  0.000
38 Cl 1.6528 -0.4151 3.8996  0.000
39 Cl 3.5260 1.2684 2.3337  0.000
40 H 3.4076 -1.2431 2.4987  0.000
41 H 2.0310 -0.5521 1.6275  0.000

Force components x, y, z for each atom (eV/Å):
V 1.8 0.5 1.6
C 1.1 -0.4 -0.3
F 0.3 -1.2 1.5
F -0.8 -0.6 0.6
F -1.7 1.9 -1.0
S 0.8 1.6 2.7
O -0.5 -1.2 -3.8
O -1.5 0.1 -2.0
N 1.6 2.8 0.4
S 1.8 -6.4 4.7
O -3.6 1.0 -3.1
O 1.2 1.1 -2.0
C 1.4 1.4 0.2
F 0.2 1.0 -0.8
F -1.6 -0.4 -0.7
F -0.6 -0.6 1.7
C 0.4 -0.8 -0.2
Cl 0.9 0.9 0.2
Cl -0.9 -0.5 0.2
H -0.2 0.0 0.2
H -0.2 0.0 -0.2
C 0.5 1.0 -0.4
Cl -0.3 -0.3 0.2
Cl -0.3 -1.3 -0.9
H -0.2 0.3 0.4
H 0.3 0.3 0.8
C -1.2 0.1 -0.7
Cl 0.1 0.2 -0.3
Cl -0.1 -0.1 0.0
H 0.8 0.4 0.6
H 0.5 -0.6 0.4
C 0.3 1.7 0.0
Cl 0.2 -1.2 0.1
Cl 0.1 -0.2 0.2
H -0.5 0.2 -0.3
H 0.0 -0.5 0.1
C -1.3 0.4 0.8
Cl 0.7 -0.1 -0.6
Cl -0.3 -1.5 -0.2
H 0.4 0.7 0.1
H 0.4 0.5 -0.2

Calculated values
E	-205974.1367	eV
spin multiplicity	4
HOMO energy (spin up / spin down)	-12.322 / -12.322	eV
net charge	+1
⟨S²⟩	3.7603
energy relative to the best compared isomer or geometry (same formula, charge and spin)	3.919	eV
HOMO-LUMO gap (spin up / spin down)	0.1584 / 0.1716	Eh
LUMO level (spin up / spin down)	-8.0 / -7.7	eV



(4)
Density functional theory data (ωB97M-V/def2-TZVPD) for C32H49N10O8P2RuSe as an isolated structure.

Each line ends with the Mulliken spin population.
CARTESIAN COORDINATES (ANGSTROEM)
1 Ru 11.2352 13.0383 10.3963  3.907
2 C 18.5767 9.6926 10.7026  0.000
3 C 17.4076 8.7211 10.5934  -0.002
4 C 17.4908 7.7397 11.8326  0.001
5 C 17.6217 7.8842 9.3346  0.001
6 C 16.0466 9.3739 10.5406  0.017
7 C 15.8742 10.7526 10.6561  -0.010
8 C 14.6059 11.3504 10.6572  -0.043
9 Se 14.4225 13.2353 10.6529  0.080
10 C 14.2028 13.4781 12.5630  -0.024
11 C 15.3329 13.7111 13.3262  -0.016
12 C 15.2975 13.7275 14.7263  0.017
13 C 14.0154 13.6052 15.2659  -0.006
14 C 12.8142 13.4561 14.5465  0.008
15 C 12.8693 13.3731 13.1318  0.033
16 O 11.8130 13.1712 12.4267  0.289
17 C 11.5203 13.3974 15.3644  0.007
18 C 11.5001 14.6084 16.2666  0.001
19 C 11.5685 12.1760 16.2699  0.001
20 C 10.1538 13.3716 14.5819  -0.009
21 C 16.5267 13.8553 15.6678  -0.001
22 C 16.2834 15.0018 16.6787  0.001
23 C 16.7368 12.4777 16.3802  0.001
24 C 17.7800 14.1944 14.8362  0.000
25 C 13.3947 10.6029 10.5090  0.061
26 O 12.2350 11.1471 10.3859  0.194
27 C 13.5484 9.1571 10.5346  0.004
28 C 14.8377 8.6299 10.4693  -0.005
29 C 12.3065 8.2872 10.5434  -0.009
30 C 12.6149 6.8171 10.4723  0.002
31 C 11.4094 8.5618 9.3162  0.001
32 C 11.6060 8.5298 11.8781  0.010
33 H 19.5103 9.1092 10.6556  0.000
34 H 18.5416 10.2486 11.6446  0.000
35 H 18.5602 10.3674 9.8389  0.000
36 H 18.4828 7.3009 11.8904  0.000
37 H 16.8011 6.8933 11.8072  0.000
38 H 17.3239 8.2828 12.7826  0.000
39 H 18.5474 7.3148 9.3431  0.000
40 H 17.6994 8.5074 8.4384  0.000
41 H 16.8000 7.1845 9.1896  0.000
42 H 16.7876 11.3688 10.7595  -0.002
43 H 16.2726 13.8519 12.8407  -0.004
44 H 13.9321 13.5823 16.3625  -0.001
45 H 12.3059 14.5380 16.9913  0.000
46 H 10.5211 14.7092 16.7646  0.000
47 H 11.6213 15.5465 15.7037  0.000
48 H 12.4848 12.1295 16.8869  0.000
49 H 11.4870 11.2273 15.7344  0.000
50 H 10.7705 12.2122 16.9992  0.000
51 H 10.0355 14.2793 13.9682  0.000
52 H 9.4131 13.3241 15.3673  0.001
53 H 10.0576 12.5045 13.9264  -0.001
54 H 15.4075 14.8527 17.3042  0.000
55 H 16.1976 15.9819 16.1747  0.000
56 H 17.1806 15.0566 17.3372  0.000
57 H 15.9086 12.2792 17.0570  0.000
58 H 17.6228 12.4836 16.9943  0.000
59 H 16.8002 11.6850 15.6287  0.000
60 H 17.5695 15.0734 14.2047  0.000
61 H 18.0195 13.4008 14.1236  0.000
62 H 18.6576 14.4025 15.4679  0.000
63 H 14.9737 7.5478 10.4496  -0.001
64 H 13.1965 6.5111 9.6148  0.000
65 H 11.6667 6.2684 10.4648  0.000
66 H 13.1628 6.4843 11.3494  0.000
67 H 11.9135 8.0519 8.4880  0.000
68 H 11.2796 9.6315 9.1072  -0.006
69 H 10.4356 8.1404 9.4531  -0.001
70 H 12.2609 8.2117 12.6873  0.000
71 H 10.6984 7.9409 11.9575  0.000
72 H 11.3441 9.5900 11.9980  -0.011
73 N 13.2654 16.3777 6.8760  0.000
74 C 12.1355 15.7917 7.6178  -0.002
75 C 10.8772 16.4841 7.1239  -0.002
76 P 12.0933 13.9738 7.2327  0.016
77 O 13.6659 13.6245 7.2893  0.000
78 O 11.6429 13.9199 5.8241  0.008
79 O 11.3366 13.2101 8.2739  0.143
80 P 12.3582 16.3175 9.3671  0.019
81 O 11.3790 17.4298 9.8084  0.002
82 O 13.7639 17.0365 9.3801  0.002
83 O 12.2787 15.1284 10.2627  0.077
84 H 12.9096 16.8005 6.0264  0.000
85 H 13.8273 15.5943 6.5569  0.000
86 H 14.0809 17.0484 8.4376  0.000
87 H 10.7972 16.2402 6.0856  0.000
88 H 10.9313 17.5461 7.3233  0.000
89 H 10.0023 16.0825 7.6636  0.002
90 H 13.9203 13.2511 8.1529  -0.003
91 H 10.5551 16.8945 10.1822  0.000
92 N 7.2408 13.2765 10.6394  0.004
93 C 7.8698 14.4902 10.5591  0.012
94 N 7.1740 15.6375 10.4846  0.002
95 N 8.1109 16.5701 10.4028  0.004
96 N 9.2896 16.0268 10.4870  -0.006
97 N 9.1784 14.7020 10.5981  0.076
98 C 7.9058 12.0690 10.5759  0.013
99 N 7.2257 10.9382 10.4123  0.004
100 N 8.1873 9.9821 10.4717  0.011
101 N 9.3286 10.5079 10.6407  -0.006
102 N 9.2161 11.8288 10.7062  0.141
103 H 6.2997 13.2590 10.3193  0.000

Force components x, y, z for each atom (eV/Å):
Ru -0.1 -0.1 1.1
C 0.0 -0.2 -0.1
C 0.1 -1.4 0.7
C 0.0 0.7 0.0
C -0.1 -0.1 -0.6
C -1.3 1.0 0.2
C 0.6 -0.1 0.1
C -0.2 -0.6 -0.5
Se 0.2 0.1 0.5
C -1.1 0.2 0.0
C 0.0 -0.2 0.6
C -0.7 0.1 0.0
C -0.2 -0.3 0.3
C 0.6 0.1 0.0
C 1.7 0.0 0.1
O -0.6 0.0 -0.8
C -0.4 -0.3 -0.7
C -0.6 1.1 0.1
C 0.4 -0.6 0.5
C 1.3 0.1 0.0
C -0.4 -0.2 -0.7
C 1.1 0.0 0.0
C -0.5 0.9 -0.4
C -0.3 0.3 -0.2
C 1.3 -0.6 0.4
O -0.5 0.3 0.0
C 0.7 0.6 -0.8
C 0.4 -0.1 0.5
C -0.2 0.4 -0.2
C 0.0 -0.8 0.6
C 0.9 0.7 -0.1
C -0.2 0.6 0.1
H -0.2 0.2 0.1
H 0.1 0.1 -0.2
H 0.1 0.1 0.3
H 0.3 0.0 -0.1
H -0.2 0.2 -0.2
H 0.0 -0.1 -0.5
H 0.2 -0.2 0.3
H -0.3 0.1 0.1
H 0.0 0.0 -0.1
H -0.9 -0.1 -0.1
H 0.4 -0.1 -0.5
H 0.1 0.1 -0.5
H -0.1 0.2 0.3
H 0.4 -0.2 0.2
H 0.1 -0.3 0.0
H -0.2 0.1 -0.4
H 0.0 0.1 -0.1
H -0.6 0.0 0.2
H -0.1 -0.4 0.3
H -0.5 0.1 0.1
H 0.0 0.1 0.1
H -0.1 -0.1 0.0
H -0.1 -0.5 0.1
H -0.5 0.1 -0.2
H -0.2 -0.1 -0.1
H 0.6 0.0 0.2
H 0.0 0.1 0.2
H 0.2 -0.1 0.4
H 0.1 -0.1 0.2
H -0.3 -0.1 -0.1
H -0.3 0.1 -0.1
H 0.1 0.1 -0.5
H 0.1 0.0 -0.1
H 0.1 -0.1 0.3
H -0.2 0.2 -0.3
H 0.1 -0.5 0.0
H -0.7 -0.3 0.1
H 0.2 0.1 0.2
H -0.3 -0.1 -0.1
H 0.0 -0.4 0.0
N 0.6 -0.2 -0.6
C -0.1 0.8 0.5
C -0.7 -0.8 0.8
P -0.3 1.0 -1.2
O 0.3 -0.5 0.5
O 0.2 -0.2 0.0
O -0.3 -0.5 0.8
P 0.5 -0.9 0.3
O -0.5 0.0 0.1
O 0.5 0.0 -0.5
O -0.3 -0.1 0.3
H 0.0 0.1 0.0
H 0.4 0.2 0.0
H -0.3 0.0 0.3
H -0.3 0.0 -0.7
H 0.0 0.3 -0.1
H 0.2 0.2 -0.3
H -0.1 0.2 -0.2
H -0.3 0.3 0.0
N 0.9 -0.1 0.1
C -0.2 0.6 0.3
N 0.3 -0.6 -0.3
N 0.4 0.4 0.2
N -0.3 0.7 -0.1
N 0.4 -0.8 -0.3
C -0.6 -0.7 -0.2
N 0.4 0.3 0.2
N -1.0 -0.4 -0.2
N 0.8 -0.8 0.0
N 0.5 1.6 0.0
H -0.5 -0.1 -0.1

Calculated values
E	-151773.3325	eV
spin multiplicity	6
HOMO energy (spin up / spin down)	-2.904 / -2.746	eV
net charge	-2
⟨S²⟩	8.7570
energy relative to the best compared isomer or geometry (same formula, charge and spin)	0.000	eV
HOMO-LUMO gap (spin up / spin down)	0.2452 / 0.2391	Eh
LUMO level (spin up / spin down)	3.8 / 3.8	eV